[1]
A structure of composition C19H14F6NO4S2, computed with the ωB97M-V functional and the def2-TZVPD basis.

Each line ends with the natural charge from an NBO analysis.
Atoms and positions in Å:
S -3.69656 -0.91133 0.85305  2.1506
S -1.57876 1.48466 0.24663  -0.3139
F 2.64535 -0.67052 0.02901  -0.4158
F 3.19554 1.43449 -0.11210  -0.4085
F -4.71520 6.26971 3.09659  -0.3325
F -4.03807 5.60883 5.08448  -0.3352
F 1.82842 0.55665 -1.56866  -0.3802
F -5.87583 4.75864 4.21851  -0.3407
O 1.32746 -2.59971 3.43674  -0.5316
O -4.96519 -0.24147 0.95861  -0.9443
O -3.05734 -1.18754 -0.40911  -0.9162
O 1.06216 1.99807 3.70501  -0.4585
N 1.24858 -0.39466 3.96009  -0.6178
C -3.56928 2.56459 1.45799  -0.1920
C -2.86696 -4.55386 2.52888  -0.2194
C -2.90152 -3.49080 1.60969  -0.1916
C -1.08285 -0.13973 2.13709  -0.0817
C 0.86576 -1.49844 3.20844  0.7257
C -3.79090 4.08104 3.28953  -0.1081
C 1.11063 0.82401 3.85060  0.9099
C 2.18104 0.55520 -0.30518  0.5109
C -4.90724 -2.63193 2.64743  -0.1822
C -3.83858 -2.45559 1.75526  -0.3331
C -3.89448 -4.68585 3.46940  -0.1933
C -4.04463 3.77146 1.93898  -0.2184
C -4.59202 5.18033 3.91158  0.9699
C -0.33622 -1.38345 2.20298  -0.6216
C -2.52637 0.16990 1.97952  -0.4867
C -4.93806 -3.74966 3.49463  -0.2198
C -2.87046 1.68923 2.33575  0.0424
C -2.90897 3.35273 4.09322  -0.2024
C -2.46635 2.13872 3.58722  -0.2436
H -5.77241 -3.86846 4.19924  0.2176
H -2.94204 -0.37965 2.84418  0.1605
H -2.02871 -5.26689 2.51717  0.2273
H 0.16754 -1.59100 1.23458  0.3144
H -1.85937 1.48249 4.20492  0.2080
H -4.57794 4.43404 1.24772  0.2309
H -3.78651 2.28023 0.41677  0.2602
H -0.63168 0.70295 2.64500  0.2308
H -2.16506 -3.45250 0.80381  0.2474
H -2.59321 3.68004 5.08827  0.2336
H -3.87882 -5.51804 4.17621  0.2158
H -0.92301 -2.29720 2.37202  0.2550
H -0.96556 0.26184 0.27360  0.1303
H -5.70161 -1.88277 2.69384  0.2481

spin multiplicity: 1
frontier orbital gap: 0.1353 Eh
ΔE to the lowest compared entry with this formula, charge and spin: 76.9 kcal per mole
HOMO: -0.094 hartree
LUMO energy: 1.13 eV
E_tot: -2483.498759 Ha
total charge: -1

---

[2]
A structure of composition C19H14N6ReS, computed with the ωB97M-V functional and the def2-TZVPD basis.

Each line ends with the natural charge from an NBO analysis.
Atoms and positions in Å:
Re 0.15519 0.14624 0.11574  1.2710
S -1.02349 0.40287 -1.72184  0.2765
N -0.36067 5.80384 1.71547  -0.1586
N -1.13230 -1.37668 0.50758  -0.4734
N 0.11399 1.41426 1.52747  -0.7063
N -0.42838 3.22850 5.46403  -0.1640
N 3.26370 0.66841 0.98869  -0.7437
N 1.91610 -0.78915 -0.24716  -0.6135
C -1.01792 -2.12690 1.62697  0.3184
C -4.24742 -2.04192 -2.19554  -0.1816
C 4.30076 -0.90240 -0.48071  -0.2721
C 1.81836 -1.85105 -1.15058  0.0525
C -3.28563 -1.03069 -2.42058  -0.1111
C -2.27076 -0.83753 -1.52100  -0.2467
C 3.15300 -0.32471 0.09857  0.4493
C 4.17646 -1.91293 -1.38162  -0.0527
C -1.94095 -3.13963 1.89562  -0.2604
C -3.12504 -2.62324 -0.13778  -0.0278
C 2.89661 -2.41316 -1.72747  -0.2536
C -0.24673 3.50848 2.89964  -0.3419
C -2.18041 -1.62179 -0.37818  0.1340
C -0.07902 2.42511 2.16400  0.5934
C -2.98014 -3.38697 1.03511  -0.0312
C 0.11206 -1.86025 2.57412  -0.6795
C -4.16845 -2.82164 -1.07684  -0.1392
C -0.35432 3.35094 4.32440  0.2300
C -0.30593 4.78427 2.24171  0.2281
H 2.47595 1.05223 1.47981  0.4059
H -4.89772 -3.59975 -0.88970  0.2505
H 0.06787 -2.54119 3.41999  0.2729
H 1.07591 -2.00252 2.07991  0.2408
H 0.81717 -2.20576 -1.35244  0.2283
H 2.77398 -3.22528 -2.42878  0.2684
H 4.17514 1.02947 1.21982  0.4394
H 5.06465 -2.34637 -1.82367  0.2625
H -5.04340 -2.18880 -2.91217  0.2597
H 5.27102 -0.52197 -0.19051  0.2578
H -3.69607 -4.17140 1.25295  0.2564
H -1.81938 -3.71954 2.79954  0.2605
H -3.35049 -0.40842 -3.30563  0.2551
H 0.06514 -0.84367 2.96877  0.2462

spin multiplicity: 2
frontier orbital gap (spin up / spin down): 0.2461 / 0.2311 Eh
ΔE to the lowest compared entry with this formula, charge and spin: 5.1 kcal per mole
HOMO (spin up / spin down): -0.560 / -0.559 hartree
LUMO energy (spin up / spin down): -8.54 / -8.93 eV
E_tot: -1536.818220 Ha
total charge: +2

---

[3]
A structure of composition C19H15BLiN9O5, computed with the ωB97M-V functional and the def2-TZVPD basis.

Each line ends with the natural charge from an NBO analysis.
Atoms and positions in Å:
O 1.89853 1.57298 5.96371  -0.5036
O 2.15166 1.89717 -5.27609  -0.6850
O 2.31383 0.39126 -3.60362  -0.8207
O -2.60719 2.66167 -6.11624  -0.6554
O 2.53954 3.66451 6.64886  -0.5153
N -1.91021 -0.46809 -0.15094  -0.2822
N 0.21060 -1.40871 2.72308  -0.3686
N 1.14722 0.34514 1.06350  -0.3273
N 0.24362 -1.96293 0.34289  -0.3684
N -0.47492 0.58268 -3.27887  -0.5622
N -1.37316 -0.23030 1.17063  -0.3906
N -0.42446 -1.02705 3.82319  -0.2687
N 1.55856 0.73541 -0.17465  -0.3359
N 0.79549 -1.86108 -0.89956  -0.3117
C 1.72686 1.17343 -4.41681  0.7524
C -0.38680 -3.14118 0.47065  -0.0019
C -3.09792 1.10066 0.92668  -0.3831
C 2.56047 1.62212 0.06633  -0.0525
C 2.28413 2.62675 6.24914  1.0189
C 1.16902 -2.36960 2.99036  -0.0549
C 0.08159 -1.71375 4.78961  -0.0676
C 2.82414 1.70222 1.43268  -0.3715
C -2.56819 1.39974 -4.01845  -0.4460
C -2.99232 0.30584 -0.23769  -0.0542
C -2.10502 0.71367 1.76617  -0.0040
C 1.88427 0.91307 2.04576  -0.0344
C 0.12578 1.13912 -4.30823  0.1493
C -1.91065 1.98965 -5.15330  0.3379
C -0.57454 1.85752 -5.27558  -0.3308
C 1.17038 -2.55944 4.36183  -0.3592
C -0.40776 -3.81222 -0.69194  -0.3581
C -1.75671 0.76498 -3.17150  0.3658
C 0.41779 -2.96718 -1.51448  -0.0363
B 0.05576 -0.78759 1.30951  0.9434
Li 1.14109 -0.01082 -2.06272  0.8772
H -3.71232 1.33791 -3.86573  0.2168
H 3.15941 2.10002 -0.72620  0.2161
H 3.50828 2.33186 1.91002  0.2093
H -0.00478 2.21278 -6.12317  0.2611
H -4.04818 1.62064 1.17039  0.2064
H -3.51610 2.49692 -5.92117  0.4710
H 1.88249 -2.64820 2.19133  0.2364
H -1.98956 1.00627 2.79207  0.2256
H -0.79452 -4.78692 -0.89762  0.2159
H -0.76829 -3.36941 1.43473  0.2168
H -0.16080 -1.48719 5.80211  0.1879
H 1.73809 -3.18189 4.98904  0.2128
H -3.56965 0.23602 -1.17258  0.2039
H 0.86116 -3.28442 -2.43670  0.1965
H 1.70431 0.57595 3.05961  0.2289

spin multiplicity: 2
frontier orbital gap (spin up / spin down): 0.2942 / 0.2998 Eh
ΔE to the lowest compared entry with this formula, charge and spin: 26.7 kcal per mole
HOMO (spin up / spin down): -0.217 / -0.223 hartree
LUMO energy (spin up / spin down): 2.10 / 2.10 eV
E_tot: -1634.632238 Ha
total charge: -1

---

[4]
A structure of composition C19H15CdCl2N7O2S, computed with the ωB97M-V functional and the def2-TZVPD basis.

Each line ends with the natural charge from an NBO analysis.
Atoms and positions in Å:
Cd -0.22930 -0.51962 -0.32381  1.6605
Cl 4.40525 4.41761 -1.74102  0.0060
Cl 5.92102 2.60284 0.36980  0.0055
S -2.62727 0.28272 0.91140  -0.3200
O 0.13693 2.33240 -3.41093  -0.6543
O 3.27718 -1.36643 1.87036  -0.6667
N -1.03337 1.75037 2.49050  -0.4324
N 1.82633 -0.53059 0.25815  -0.8060
N -0.06375 -2.34800 1.05578  -0.5476
N -1.57284 -0.56206 -2.22665  -0.5377
N -3.27339 1.91502 2.84878  -0.7825
N 0.08066 1.29574 1.80791  -0.6524
N 0.54617 1.01105 -1.54665  -0.8464
C -1.37992 0.59044 -2.88553  0.1401
C -0.72094 -4.20626 2.39738  -0.2568
C 1.16649 -2.39966 1.58738  0.1469
C 1.81688 1.42634 -1.15330  0.2074
C -2.26337 1.02050 -3.86747  -0.2102
C -2.62783 -1.31505 -2.53720  0.0435
C -2.27382 1.36176 2.13976  0.3110
C 2.50170 0.60442 -0.19645  0.1025
C 0.55359 -4.27558 2.94364  -0.1507
C -0.12309 1.42762 -2.62065  0.6149
C 2.22893 -1.35301 1.21993  0.5946
C -3.54651 -0.95887 -3.50596  -0.2549
C 4.35575 2.15998 -0.22705  -0.0806
C 3.69257 2.95395 -1.15089  -0.0621
C -3.36212 0.24110 -4.17931  -0.1513
C 3.76715 0.99393 0.23934  -0.2597
C 1.50413 -3.35714 2.53810  -0.2172
C 2.43810 2.58507 -1.61195  -0.2892
C -0.98122 -3.22656 1.45847  0.0487
H -0.92178 2.44225 3.21522  0.3736
H -4.06574 0.55845 -4.93771  0.2218
H 0.72314 0.82443 2.43193  0.3805
H -1.49942 -4.89574 2.69238  0.2259
H 0.56770 2.05234 1.33928  0.3883
H -4.21269 1.68021 2.58581  0.4238
H -3.12263 2.60135 3.56789  0.3941
H 4.29526 0.37397 0.94545  0.2660
H -2.73785 -2.24023 -1.98287  0.1948
H 2.51039 -3.33484 2.93044  0.2593
H -4.38333 -1.60630 -3.72729  0.2248
H 1.92963 3.19543 -2.34151  0.2651
H -2.05466 1.95800 -4.36186  0.2558
H -1.96481 -3.13017 1.01376  0.2006
H 0.79669 -5.03318 3.67722  0.2227

spin multiplicity: 1
frontier orbital gap: 0.2562 Eh
HOMO: -0.258 hartree
LUMO energy: -0.04 eV
E_tot: -2753.207556 Ha

---

[5]
A cluster of 13 separate species, C19H15Cl48NO4P in total, computed with the ωB97M-V functional and the def2-TZVPD basis.

Each line ends with the Mulliken charge.
Atoms and positions in Å:
Cl -11.82273 1.19596 -0.82874  -0.1245
Cl 0.74301 -12.51933 1.29135  -0.1117
Cl 1.60862 3.11916 -1.04501  -0.0696
Cl 6.62197 5.30946 -3.56102  0.0165
Cl -11.46052 2.98168 1.42908  -0.1179
Cl -9.18131 2.22893 -0.20097  0.0255
Cl 4.47308 6.96849 -4.57208  -0.0976
Cl -2.12344 -1.74967 -3.17727  -0.0084
Cl -8.03290 -1.83550 6.93894  -0.1235
Cl -3.83419 -0.12687 -6.41291  -0.1027
Cl 3.95874 4.27599 0.20197  -0.0918
Cl 5.56888 -6.70893 3.14474  -0.1067
Cl 2.68775 5.62472 -2.02948  -0.0454
Cl 11.93827 2.61364 -2.31733  -0.0610
Cl -4.39572 1.30359 -3.95448  -0.0149
Cl 5.43374 -7.77920 0.45196  -0.1121
Cl -3.62456 2.76539 -6.33661  -0.1137
Cl 0.02685 -10.04379 2.62295  -0.0832
Cl 1.36574 5.52603 0.54988  -0.0554
Cl 7.61312 2.03825 -3.95078  -0.1138
Cl -6.91253 -3.14317 4.60465  -0.0855
Cl 0.54477 -1.34344 -4.24522  -0.1352
Cl -0.45047 -6.98791 1.18654  0.0710
Cl 7.22366 7.85950 -4.80738  -0.1334
Cl 6.26345 1.95737 -1.38617  -0.0270
Cl 7.37285 10.91189 0.06797  -0.0976
Cl -1.42227 -10.88894 0.25821  -0.0848
Cl 9.29540 8.76428 0.38612  -0.0914
Cl 6.50340 -0.45683 -2.97381  -0.0903
Cl 11.94062 0.91551 0.03415  -0.0926
Cl 0.20161 -2.32155 -1.53608  -0.0304
Cl -0.44347 -4.03289 -3.78799  -0.1123
Cl 0.45489 -4.23454 1.37444  -0.1426
Cl -11.22080 4.00060 -1.27789  -0.1284
Cl -6.06659 -3.94672 7.25997  -0.1243
Cl 8.84911 0.68268 -1.70469  -0.0270
Cl 8.48374 9.60253 -2.26732  -0.0188
Cl -5.26739 -1.36931 6.19645  -0.0825
Cl 13.09406 -0.04264 -2.44802  -0.0897
Cl 1.31877 -9.97365 0.02649  -0.0568
Cl 3.79271 -8.92329 2.55242  -0.0620
Cl 14.42674 2.04643 -0.94089  -0.1065
Cl 5.93941 7.77933 -2.20615  -0.0405
Cl -2.32872 -4.88307 1.84383  -0.0471
Cl 10.15217 11.33599 -0.64639  -0.1087
Cl 3.20004 -6.27541 1.52951  0.0332
Cl -1.67681 1.13138 -4.94094  -0.0246
Cl -1.22306 -5.06682 -0.84306  -0.0657
P -3.44812 -1.34539 2.88501  1.0871
O -1.66697 3.54368 1.62684  -0.5829
O 0.04522 2.08928 2.14719  -0.4264
O -4.68549 -0.53443 1.97383  -0.6096
O -2.61695 -1.90030 1.44148  -0.2007
N -6.95639 1.39864 0.50705  -0.6870
C 0.16682 -10.85594 1.04969  0.3027
C 4.49793 -7.42115 1.91943  0.2472
C -3.55938 -1.88790 0.32770  -0.0663
C -6.56846 -2.57248 6.24934  0.3323
C 12.84972 1.38340 -1.41825  0.3343
C -10.91856 2.60141 -0.22000  0.3153
C 2.40454 4.63747 -0.58034  0.2580
C 7.30724 1.05474 -2.50318  0.2746
C -2.32070 0.20214 3.16670  -1.0173
C -0.89058 -5.29056 0.89088  0.0779
C -2.47882 1.25037 1.95418  0.5501
C -1.32927 2.36375 1.91784  0.3910
C -6.20872 1.04570 -0.50479  -0.0407
C -4.88879 0.16279 -0.44477  0.0362
C 8.82631 10.15372 -0.61540  0.3015
C -0.45619 -2.36147 -3.18484  0.2179
C -3.38265 1.26844 -5.41079  0.2353
C 6.06488 6.97960 -3.78621  0.2722
C -4.92308 -1.01705 0.62313  0.3722
H -6.50626 1.45011 -1.53978  0.1432
H -6.54022 0.96872 1.35099  0.2733
H -3.46557 1.80730 1.97406  0.1777
H -3.81292 -2.95977 0.02460  0.2025
H -1.23127 -0.15379 3.14106  0.3601
H -2.50204 0.69389 4.18363  0.2762
H 0.49217 2.42808 1.33490  0.2335
H -2.92879 -1.41848 -0.50439  -0.2357
H -5.87419 -1.66060 0.56251  0.1880
H -4.13856 -1.03955 4.12487  -0.8256
H -2.32842 0.63207 0.99541  -0.3451
H -4.34817 -2.50737 2.85667  -0.2125
H -4.79100 -0.34131 -1.47714  0.0946
H -2.49760 -1.99695 3.75832  0.0340
H -4.00038 0.86385 -0.35037  0.1742

spin multiplicity: 1
frontier orbital gap: 0.2060 Eh
HOMO: -0.171 hartree
LUMO energy: 0.95 eV
E_tot: -23519.042395 Ha
total charge: -1

---

Q: The lowest E_tot belongs to which entry?
A: C19H15Cl48NO4P

---

Q: What is the E_tot in the second record?
A: -1536.818220 Ha

---

Q: The lowest E_tot belongs to which entry?
A: C19H15Cl48NO4P